[1]
Here is 2 unconnected molecules or ions with the total composition C9H16NO at a distorted geometry from the Open Molecules 2025 dataset. Energies are from ωB97M-V with the def2-TZVPD basis set.

Geometry as XYZ:
```
27
Properties=species:S:1:pos:R:3
C 1.875 2.395 -1.449
C -1.298 0.488 -0.662
C -1.161 0.290 0.714
C -0.294 1.194 -1.313
C 0.712 1.910 -0.645
C -0.201 1.083 1.382
C 0.777 1.808 0.744
O -1.978 -0.520 1.403
H -2.006 -0.078 -1.256
H -0.392 1.441 -2.366
H -0.172 0.816 2.438
H -2.193 -0.347 2.315
H 1.559 3.249 -2.070
H 2.219 1.732 -2.247
H 1.409 2.318 1.462
H 2.698 2.750 -0.833
C -0.003 -2.746 -0.259
C 0.811 -1.858 -1.229
N 0.281 -2.407 1.187
H -1.077 -2.549 -0.247
H 0.238 -3.775 -0.484
H 1.478 -1.213 -0.675
H 0.193 -1.234 -1.864
H 0.852 -3.098 1.706
H 0.865 -1.524 1.258
H -0.572 -2.275 1.773
H 1.185 -2.479 -2.050
```

Calculated values
HOMO level (spin up / spin down), eV: -3.25 / -8.65
Strongest force on any atom, hartree/bohr: 0.0519
Multiplicity: 2
Frontier orbital gap (spin up / spin down), eV: 4.09 / 9.39
Electronic energy, Eh: -482.36662
LUMO level (spin up / spin down), eV: 0.84 / 0.74
Energy relative to the best compared isomer or geometry (same formula, charge and spin), kJ/mol: 67.0

Results of the Löwdin charge analysis, in e, for atoms 1 through 2: -0.06 -0.04

***

[2]
Here is 2 unconnected molecules or ions with the total composition C9H16NO at a distorted geometry from the Open Molecules 2025 dataset. Energies are from ωB97M-V with the def2-TZVPD basis set.

Geometry as XYZ:
```
27
Properties=species:S:1:pos:R:3
C -2.111 1.421 0.402
C -2.378 1.885 -1.058
N -2.146 2.693 1.427
H -2.957 0.820 0.660
H -1.066 1.096 0.406
H -2.804 1.082 -1.663
H -1.493 2.305 -1.531
H -1.701 2.287 2.243
H -1.596 3.575 1.209
H -3.069 2.805 1.884
H -3.147 2.616 -1.029
C 3.270 -1.792 -1.744
C 0.191 -1.197 1.069
C 1.229 -0.259 0.945
C 0.108 -2.147 0.048
C 2.131 -0.218 -0.120
C 0.971 -2.144 -1.033
C 2.127 -1.242 -1.122
O -0.678 -1.132 2.125
H 1.292 0.432 1.803
H -0.312 -1.761 2.848
H -0.700 -2.842 0.112
H 2.976 0.535 -0.032
H 0.949 -2.937 -1.627
H 4.253 -1.537 -1.319
H 3.419 -1.444 -2.932
H 3.243 -2.897 -1.969
```

Calculated values
HOMO level, eV: -11.10
Charge: +1
Strongest force on any atom, hartree/bohr: 0.1356
Frontier orbital gap, eV: 7.48
Electronic energy, Eh: -482.20381
LUMO level, eV: -3.62
Energy relative to the best compared isomer or geometry (same formula, charge and spin), kJ/mol: 233.7

Results of the Löwdin charge analysis, in e, for atoms 1 through 2: -0.10 -0.07

***

[3]
Here is 2 unconnected molecules or ions with the total composition C9H16NO at a distorted geometry from the Open Molecules 2025 dataset. Energies are from ωB97M-V with the def2-TZVPD basis set.

Geometry as XYZ:
```
27
Properties=species:S:1:pos:R:3
C 0.328 0.763 -1.863
C -0.226 2.104 -1.276
N -0.020 0.489 -3.317
H 1.349 0.986 -1.964
H -0.010 -0.099 -1.296
H -1.305 2.142 -1.054
H -0.264 2.983 -1.890
H 0.596 -0.115 -3.780
H -1.009 0.056 -3.460
H 0.125 1.340 -3.762
H 0.307 2.485 -0.366
C -0.869 -2.691 0.249
C 1.158 -1.542 1.229
C -0.297 -1.548 0.809
C 1.688 -0.392 1.877
C -1.142 -0.617 1.356
C 0.694 0.583 2.368
C -0.656 0.391 2.139
O 1.081 1.753 2.959
H 1.925 -2.216 1.075
H 2.740 -0.158 1.886
H -0.183 -3.013 -0.553
H -1.868 -2.638 -0.297
H -2.291 -0.706 1.323
H -1.420 1.142 2.706
H 0.504 2.040 3.778
H -0.935 -3.520 1.124
```

Calculated values
HOMO level, eV: -10.95
Charge: +1
Strongest force on any atom, hartree/bohr: 0.1085
Frontier orbital gap, eV: 7.19
Electronic energy, Eh: -482.18282
LUMO level, eV: -3.76
Energy relative to the best compared isomer or geometry (same formula, charge and spin), kJ/mol: 288.9

Results of the Löwdin charge analysis, in e, for atoms 1 through 2: -0.13 -0.06

***

[4]
Here is a single C9H16O3 molecule at a distorted geometry from the Open Molecules 2025 dataset. Energies are from ωB97M-V with the def2-TZVPD basis set.

Geometry as XYZ:
```
28
Properties=species:S:1:pos:R:3
C 1.586 2.635 -1.976
C 1.347 1.163 -1.636
C 0.129 0.655 -1.341
O -0.256 -0.595 -1.108
C -1.528 -0.883 -0.603
C -2.438 -1.214 -1.787
O -1.296 -1.978 0.241
C -0.585 -3.128 -0.238
O -2.277 0.151 0.121
C -1.613 0.656 1.230
C -2.276 1.703 1.761
C -1.848 2.396 3.006
H 2.342 2.755 -2.731
H 0.571 2.885 -2.257
H 1.799 3.302 -1.183
H 2.192 0.533 -1.637
H -0.749 1.350 -1.209
H -2.254 -2.172 -2.262
H -3.478 -1.058 -1.562
H -2.228 -0.560 -2.629
H -0.778 -3.224 -1.258
H 0.449 -2.901 -0.001
H -0.849 -4.054 0.411
H -0.752 0.340 1.689
H -3.267 1.881 1.285
H -2.429 2.115 3.891
H -2.140 3.396 2.672
H -0.812 2.446 3.148
```

Calculated values
HOMO level, eV: -8.39
Strongest force on any atom, hartree/bohr: 0.1004
Frontier orbital gap, eV: 9.38
Electronic energy, Eh: -578.11999
LUMO level, eV: 0.99
Energy relative to the best compared isomer or geometry (same formula, charge and spin), kJ/mol: 323.8
SMILES: C/C=C/OC(C)(OC)O/C=C/C

Results of the Löwdin charge analysis, in e, for atoms 1 through 2: -0.09 -0.11

***

[5]
Here is 2 unconnected molecules or ions with the total composition C9H17BN2 at a distorted geometry from the Open Molecules 2025 dataset. Energies are from ωB97M-V with the def2-TZVPD basis set.

Geometry as XYZ:
```
29
Properties=species:S:1:pos:R:3
B 1.450 -0.071 0.942
C -1.761 -0.809 1.173
C -2.998 -1.373 1.136
C -1.356 -2.892 0.808
C 1.549 -0.019 2.417
C 2.080 3.501 -2.714
C -3.592 -3.843 0.983
C 1.407 0.317 -0.494
C 1.690 1.963 -2.524
C 1.784 1.742 -0.928
N -0.756 -1.627 0.889
N -2.734 -2.687 0.977
H -1.634 0.259 1.291
H -3.939 -0.823 1.371
H 2.241 -0.776 2.932
H 0.574 -0.262 2.807
H 2.019 0.907 2.894
H 2.108 3.858 -3.756
H 2.937 3.748 -2.245
H 1.202 3.979 -2.225
H -2.901 -4.793 0.834
H -4.127 -3.995 1.941
H -4.355 -3.730 0.082
H 0.276 0.117 -0.498
H 1.714 -0.469 -1.177
H 0.710 1.879 -2.983
H 2.428 1.397 -2.938
H 1.147 2.505 -0.322
H 2.837 1.998 -0.674
```

Calculated values
HOMO level, eV: -6.47
Strongest force on any atom, hartree/bohr: 0.0953
Frontier orbital gap, eV: 5.81
Electronic energy, Eh: -487.26875
LUMO level, eV: -0.66
Energy relative to the best compared isomer or geometry (same formula, charge and spin), kJ/mol: 441.4

Results of the Löwdin charge analysis, in e, for atoms 1 through 2: 0.06 -0.33

***

[6]
Here is a molecular structure, C9H17ClI2InN2OPSe at a distorted geometry from the Open Molecules 2025 dataset. Energies are from ωB97M-V with the def2-TZVPD basis set.

Geometry as XYZ:
```
35
Properties=species:S:1:pos:R:3
I -0.152 1.710 1.230
I 2.033 0.655 -2.752
In -0.270 -0.439 -0.842
P -1.106 1.886 -2.237
C -0.307 3.554 -2.367
C -1.434 1.497 -3.990
H -3.318 1.429 -1.414
H -3.317 2.914 -2.416
H -2.682 2.950 -0.734
C -2.771 2.351 -1.645
H -1.864 0.489 -4.036
H -2.145 2.213 -4.423
H -0.929 4.226 -2.986
H 0.684 3.450 -2.831
H -0.495 1.509 -4.551
H -0.198 3.992 -1.364
C 1.867 2.170 -0.586
O 2.746 2.699 -0.058
Cl -2.103 -1.913 -1.325
C -0.007 -4.032 0.936
N 0.460 -3.137 1.975
C 0.217 -3.316 3.312
C 0.829 -2.302 3.977
N 1.442 -1.524 3.008
C 2.233 -0.356 3.319
C 1.227 -2.036 1.772
Se 1.961 -1.466 0.119
H 0.263 -3.631 -0.045
H -1.098 -4.108 1.032
H 0.454 -5.020 1.071
H -0.376 -4.142 3.657
H 0.888 -2.047 4.993
H 1.583 0.354 3.837
H 3.064 -0.655 3.971
H 2.621 0.075 2.393
```

Calculated values
HOMO level (spin up / spin down), eV: -15.45 / -15.44
Charge: +2
Strongest force on any atom, hartree/bohr: 0.0589
Frontier orbital gap (spin up / spin down), eV: 4.72 / 4.65
Electronic energy, Eh: -4525.83092
LUMO level (spin up / spin down), eV: -10.73 / -10.78
Energy relative to the best compared isomer or geometry (same formula, charge and spin), kJ/mol: 0.0

Results of the Löwdin charge analysis, in e, for atoms 1 through 2: 0.69 0.79

***

[7]
Here is a gas-phase ion, C9H17ClN4O (charge +2) at a distorted geometry from the Open Molecules 2025 dataset. Energies are from ωB97M-V with the def2-TZVPD basis set.

Geometry as XYZ:
```
32
Properties=species:S:1:pos:R:3
C 0.461 3.349 -0.262
O 0.971 2.327 -1.061
C 1.227 2.522 -2.352
C 2.007 1.716 -3.092
N 2.588 0.524 -2.815
C 2.522 -0.416 -2.017
N 1.607 -0.657 -0.937
C 0.249 -0.544 -0.812
Cl -0.492 -0.005 -2.337
N -0.414 -1.132 0.140
C 0.268 -1.735 1.284
C -0.467 -1.458 2.648
N -1.898 -1.718 2.503
C -2.432 -0.777 1.481
C -1.938 -1.225 0.132
H 0.754 3.181 0.814
H -0.705 3.160 -0.136
H 0.569 4.356 -0.728
H 0.748 3.327 -2.831
H 2.195 2.207 -4.109
H 3.383 -1.226 -2.042
H 1.921 -1.493 -0.435
H 1.261 -1.365 1.541
H 0.461 -2.823 1.175
H -0.034 -1.923 3.429
H -0.405 -0.431 2.780
H -2.131 -2.605 2.150
H -2.337 -1.555 3.425
H -2.020 0.132 1.860
H -3.562 -0.862 1.678
H -2.223 -2.265 -0.257
H -2.135 -0.585 -0.817
```

Calculated values
HOMO level (spin up / spin down), eV: -14.23 / -14.23
Charge: +2
Strongest force on any atom, hartree/bohr: 0.1007
Frontier orbital gap (spin up / spin down), eV: 7.11 / 7.11
Electronic energy, Eh: -1106.84521
LUMO level (spin up / spin down), eV: -7.12 / -7.12
Energy relative to the best compared isomer or geometry (same formula, charge and spin), kJ/mol: 161.8
SMILES: CO\C=C/N=C\[NH+]=C(/Cl)N1CC[NH2+]CC1

Results of the Löwdin charge analysis, in e, for atoms 1 through 2: -0.07 -0.18

***

[8]
Here is a molecular structure, C9H17Li2O9P at a distorted geometry from the Open Molecules 2025 dataset. Energies are from ωB97M-V with the def2-TZVPD basis set.

Geometry as XYZ:
```
38
Properties=species:S:1:pos:R:3
Li 7.827 -0.704 -22.272
Li 9.928 -2.698 -22.759
P 9.902 -0.954 -20.942
O 8.507 -0.621 -20.415
O 11.160 -0.139 -20.549
O 9.795 -0.800 -22.494
O 10.197 -2.437 -20.714
O 6.266 -4.504 -22.680
C 7.111 -3.756 -22.024
O 7.300 -3.925 -20.800
O 7.662 -2.832 -22.655
H 6.448 -4.024 -23.492
C 7.213 3.280 -22.828
C 6.230 2.948 -23.936
C 5.961 1.494 -23.777
O 7.218 0.997 -23.267
C 8.005 2.014 -22.591
H 6.637 3.594 -21.958
H 7.832 4.126 -23.125
H 6.654 3.144 -24.921
H 5.298 3.506 -23.843
H 5.685 1.013 -24.715
H 5.189 1.213 -23.061
H 8.950 2.052 -23.133
H 8.113 1.666 -21.564
C 3.684 -1.577 -20.785
C 4.136 -0.535 -19.814
C 5.608 -0.483 -20.201
O 5.680 -0.751 -21.585
C 4.475 -1.353 -22.016
H 2.602 -1.599 -20.910
H 3.950 -2.538 -20.345
H 4.073 -0.797 -18.758
H 3.717 0.438 -20.067
H 6.121 -1.230 -19.594
H 6.010 0.492 -19.923
H 4.718 -2.221 -22.629
H 3.944 -0.687 -22.696
```

Calculated values
HOMO level, eV: 0.98
Charge: -2
Strongest force on any atom, hartree/bohr: 0.1472
Frontier orbital gap, eV: 3.34
Electronic energy, Eh: -1386.93797
LUMO level, eV: 4.31
Energy relative to the best compared isomer or geometry (same formula, charge and spin), kJ/mol: 179.4

Results of the Löwdin charge analysis, in e, for atoms 1 through 2: 0.60 0.69

***

Question: Which formula does entry 5 have?
Answer: C9H17BN2

***

What did the eighth record say?
Here is a molecular structure, C9H17Li2O9P at a distorted geometry from the Open Molecules 2025 dataset. Energies are from ωB97M-V with the def2-TZVPD basis set.

Geometry as XYZ:
```
38
Properties=species:S:1:pos:R:3
Li 7.827 -0.704 -22.272
Li 9.928 -2.698 -22.759
P 9.902 -0.954 -20.942
O 8.507 -0.621 -20.415
O 11.160 -0.139 -20.549
O 9.795 -0.800 -22.494
O 10.197 -2.437 -20.714
O 6.266 -4.504 -22.680
C 7.111 -3.756 -22.024
O 7.300 -3.925 -20.800
O 7.662 -2.832 -22.655
H 6.448 -4.024 -23.492
C 7.213 3.280 -22.828
C 6.230 2.948 -23.936
C 5.961 1.494 -23.777
O 7.218 0.997 -23.267
C 8.005 2.014 -22.591
H 6.637 3.594 -21.958
H 7.832 4.126 -23.125
H 6.654 3.144 -24.921
H 5.298 3.506 -23.843
H 5.685 1.013 -24.715
H 5.189 1.213 -23.061
H 8.950 2.052 -23.133
H 8.113 1.666 -21.564
C 3.684 -1.577 -20.785
C 4.136 -0.535 -19.814
C 5.608 -0.483 -20.201
O 5.680 -0.751 -21.585
C 4.475 -1.353 -22.016
H 2.602 -1.599 -20.910
H 3.950 -2.538 -20.345
H 4.073 -0.797 -18.758
H 3.717 0.438 -20.067
H 6.121 -1.230 -19.594
H 6.010 0.492 -19.923
H 4.718 -2.221 -22.629
H 3.944 -0.687 -22.696
```

Calculated values
HOMO level, eV: 0.98
Charge: -2
Strongest force on any atom, hartree/bohr: 0.1472
Frontier orbital gap, eV: 3.34
Electronic energy, Eh: -1386.93797
LUMO level, eV: 4.31
Energy relative to the best compared isomer or geometry (same formula, charge and spin), kJ/mol: 179.4

Results of the Löwdin charge analysis, in e, for atoms 1 through 2: 0.60 0.69